Entry 1:
ORCA calculation (ωB97M-V/def2-TZVPD) on the molecule C2H3NO at a distorted geometry.

Calculated values
Frontier orbital gap ... 0.4305 Eh
Total energy ... -207.9337 hartree
Energy above the lowest of the compared OMol25 structures with the same formula, charge and spin ... 1.741 eV
SMILES string ... N#CCO

Structure (ORCA input):
```
! RIJCOSX wB97M-V def2-TZVPD def2/J DEFGRID3
* xyz 0 1
N -2.10 -0.44 0.09
C -1.04 0.10 -0.02
C 0.31 0.42 0.02
O 0.90 -0.75 0.11
H 0.66 1.02 1.02
H 0.64 1.18 -0.82
H 0.63 -1.52 -0.40
*
```

Entry 2:
ORCA calculation (ωB97M-V/def2-TZVPD) on the molecule C2H3NO2 at a distorted geometry.

Calculated values
Frontier orbital gap (spin up / spin down) ... 0.3186 / 0.3503 Eh
Total energy ... -282.9988 hartree
Energy above the lowest of the compared OMol25 structures with the same formula, charge and spin ... 7.053 eV

Structure (ORCA input):
```
! RIJCOSX wB97M-V def2-TZVPD def2/J DEFGRID3
* xyz 0 1
C 0.95 -0.35 1.06
C 0.07 0.71 0.42
N -0.35 -0.40 -1.57
O -0.31 -0.19 1.44
O -0.74 0.54 -0.74
H 1.41 -1.35 0.70
H 0.09 1.65 0.82
H -1.11 -0.62 -2.13
*
```

Entry 3:
ORCA calculation (ωB97M-V/def2-TZVPD) on the molecule C2H3NO2 at a distorted geometry.

Calculated values
Frontier orbital gap ... 0.3872 Eh
Total energy ... -283.1813 hartree
Energy above the lowest of the compared OMol25 structures with the same formula, charge and spin ... 2.086 eV
SMILES string ... [H]/N=C/C(=O)O

Structure (ORCA input):
```
! RIJCOSX wB97M-V def2-TZVPD def2/J DEFGRID3
* xyz 0 1
H -2.36 -0.76 0.01
N -1.32 -0.71 0.21
C -0.54 0.17 0.01
C 1.09 0.01 0.12
O 1.62 1.11 0.13
O 1.97 -1.09 -0.02
H -0.50 1.25 -0.43
H 2.76 -0.80 0.32
*
```

Entry 4:
ORCA calculation (ωB97M-V/def2-TZVPD) on the molecule C2H3NO2 at a distorted geometry.

Calculated values
Frontier orbital gap (spin up / spin down) ... 0.2866 / 0.3228 Eh
Total energy ... -283.0486 hartree
Energy above the lowest of the compared OMol25 structures with the same formula, charge and spin ... 5.697 eV

Structure (ORCA input):
```
! RIJCOSX wB97M-V def2-TZVPD def2/J DEFGRID3
* xyz 0 1
C -0.70 0.84 -0.16
C 0.35 -0.02 -0.77
N 0.06 -0.63 1.38
O -1.15 1.94 -0.09
O 0.37 -1.14 0.05
H 0.50 -0.23 -1.73
H 1.10 0.59 -0.33
H -0.55 -1.36 1.66
*
```

Entry 5:
ORCA calculation (ωB97M-V/def2-TZVPD) on the molecule C2H3NO2 at a distorted geometry.

Calculated values
Frontier orbital gap ... 0.4073 Eh
Total energy ... -283.1376 hartree
Energy above the lowest of the compared OMol25 structures with the same formula, charge and spin ... 3.275 eV
SMILES string ... C=NOC=O

Structure (ORCA input):
```
! RIJCOSX wB97M-V def2-TZVPD def2/J DEFGRID3
* xyz 0 1
C 2.13 -0.08 0.15
N 0.90 -0.51 -0.24
O 0.04 0.67 -0.16
C -1.33 0.42 0.07
O -1.85 -0.68 0.11
H 2.86 -0.87 0.08
H 2.31 1.06 0.65
H -1.83 1.45 -0.07
*
```

Entry 6:
ORCA calculation (ωB97M-V/def2-TZVPD) on the molecule C2H3NO2 at a distorted geometry.

Calculated values
Frontier orbital gap ... 0.3810 Eh
Total energy ... -283.1013 hartree
Energy above the lowest of the compared OMol25 structures with the same formula, charge and spin ... 4.265 eV
SMILES string ... O=C[C@H]1NO1

Structure (ORCA input):
```
! RIJCOSX wB97M-V def2-TZVPD def2/J DEFGRID3
* xyz 0 1
O 0.87 -2.25 0.68
C 0.98 -1.10 0.34
C -0.30 -0.07 0.13
N 0.18 1.24 -0.14
O -0.22 0.40 -1.18
H 1.89 -0.49 0.28
H -1.32 -0.32 0.39
H -0.47 2.16 -0.16
*
```

Entry 7:
ORCA calculation (ωB97M-V/def2-TZVPD) on a structure of composition C2H3NO2 at a distorted geometry.

Calculated values
Frontier orbital gap ... 0.3802 Eh
Total energy ... -283.0427 hartree
Energy above the lowest of the compared OMol25 structures with the same formula, charge and spin ... 5.859 eV

Structure (ORCA input):
```
! RIJCOSX wB97M-V def2-TZVPD def2/J DEFGRID3
* xyz 0 1
C -0.21 0.21 0.63
C 0.87 -0.58 0.72
N 0.01 0.43 -0.75
O 1.17 -0.41 -0.62
O -0.75 -0.06 -1.76
H -1.03 0.27 1.28
H 1.73 -0.72 1.41
H -0.29 -0.88 -2.08
*
```

Entry 8:
ORCA calculation (ωB97M-V/def2-TZVPD) on a cluster of 2 separate species, C2H3NO2 in total at a distorted geometry.

Calculated values
Frontier orbital gap (spin up / spin down) ... 0.3277 / 0.2916 Eh
Total energy ... -283.0838 hartree
Energy above the lowest of the compared OMol25 structures with the same formula, charge and spin ... 4.740 eV

Structure (ORCA input):
```
! RIJCOSX wB97M-V def2-TZVPD def2/J DEFGRID3
* xyz 0 1
C 1.31 0.17 0.07
C -0.07 -0.18 -0.10
N 2.42 0.45 0.19
O -0.43 -1.43 -0.08
O -0.68 0.69 -0.96
H -0.71 0.30 1.80
H -1.33 -1.66 0.01
H -0.50 1.66 -0.93
*
```